1.
Formula: C30H60O35S9
Source: the OMol25 dataset
Level of theory: ωB97M-V with the def2-TZVPD basis set

```
134
Properties=species:S:1:pos:R:3:mulliken_charge:R:1
C -0.926 -4.732 2.011 -0.766
C -2.220 -3.981 1.626 -0.002
C -1.905 -2.764 0.719 0.425
C -2.386 -1.434 1.346 -1.140
C -1.557 -0.212 0.867 -0.165
C -1.213 0.803 1.985 -1.187
C 0.288 1.073 2.151 -0.431
C 0.925 1.926 1.030 -0.642
C 2.482 1.748 1.005 -0.630
C 2.976 0.943 -0.226 -1.549
C 2.790 -0.535 0.105 1.723
C 3.873 -1.019 1.072 -0.948
C 3.361 -2.175 1.935 -1.010
C 2.400 -3.075 1.107 0.098
S 2.509 -2.896 -0.681 1.172
O 1.210 -3.140 -1.237 -0.671
O 3.499 -3.826 -1.151 -0.723
O 2.882 -1.393 -1.077 -0.500
H -0.440 -4.173 2.822 0.272
H -0.244 -4.811 1.162 0.240
H -1.220 -5.710 2.391 0.161
H -2.902 -4.649 1.087 -0.389
H -2.719 -3.708 2.562 0.429
H -0.827 -2.705 0.570 -0.511
H -2.365 -2.870 -0.269 0.405
H -2.308 -1.541 2.435 0.496
H -3.437 -1.237 1.108 0.133
H -2.139 0.289 0.085 0.481
H -0.631 -0.548 0.381 0.044
H -1.563 0.411 2.949 0.476
H -1.793 1.722 1.832 0.366
H 0.780 0.093 2.234 -0.054
H 0.497 1.586 3.097 0.493
H 0.762 2.970 1.319 0.380
H 0.478 1.744 0.047 0.448
H 2.721 1.226 1.939 0.539
H 2.959 2.729 1.079 0.279
H 2.305 1.179 -1.058 0.495
H 4.014 1.187 -0.468 0.302
H 1.773 -0.633 0.497 -0.643
H 4.725 -1.331 0.457 0.429
H 4.235 -0.230 1.734 0.487
H 2.784 -1.724 2.750 0.455
H 4.166 -2.734 2.417 0.367
H 2.456 -4.128 1.388 0.810
H 1.385 -2.766 1.369 -0.497
O -1.604 -7.136 5.141 -0.531
S -0.451 -7.959 5.240 1.011
O 0.492 -7.797 6.288 -0.568
O 0.311 -7.920 3.834 -0.197
C 0.444 -9.249 3.305 -0.355
C -0.749 -9.997 3.859 0.100
O -0.902 -9.494 5.200 -0.346
H 1.385 -9.669 3.666 0.269
H 0.456 -9.227 2.219 0.319
H -0.596 -11.073 3.869 0.317
H -1.655 -9.762 3.303 0.045
O 2.324 5.133 1.334 -0.544
S 3.132 5.807 0.376 1.002
O 4.293 6.531 0.745 -0.622
O 2.185 6.745 -0.504 -0.145
C 2.311 6.375 -1.903 -0.090
C 2.653 4.905 -1.881 -0.316
O 3.538 4.758 -0.768 -0.272
H 3.112 6.958 -2.344 0.055
H 1.380 6.573 -2.427 0.297
H 3.133 4.578 -2.800 0.408
H 1.768 4.290 -1.694 0.227
O 2.626 6.431 -5.166 -0.587
S 3.871 7.106 -5.030 1.314
O 4.694 6.929 -3.888 -0.593
O 3.635 8.658 -5.291 -0.210
C 4.468 9.107 -6.367 -0.343
C 4.644 7.891 -7.251 -0.480
O 4.760 6.801 -6.334 -0.378
H 5.419 9.443 -5.949 0.260
H 3.991 9.933 -6.890 0.349
H 5.526 7.952 -7.883 0.334
H 3.763 7.721 -7.874 0.300
O 2.027 9.576 -4.231 -0.300
S 1.079 10.564 -3.843 0.957
O 1.474 11.772 -3.216 -0.592
O -0.032 9.834 -2.972 -0.124
C -1.323 10.032 -3.549 -0.377
C -1.064 10.189 -5.034 -0.411
O 0.151 10.941 -5.105 -0.356
H -1.754 10.940 -3.119 0.295
H -1.969 9.186 -3.329 0.354
H -1.865 10.711 -5.551 0.332
H -0.894 9.220 -5.509 0.276
O 3.355 -9.465 0.721 -0.518
S 4.542 -8.736 1.000 1.036
O 5.301 -8.970 2.174 -0.551
O 4.207 -7.176 0.889 -0.155
C 5.060 -6.556 -0.086 0.063
C 5.376 -7.654 -1.074 -0.381
O 5.523 -8.832 -0.264 -0.332
H 5.962 -6.207 0.422 0.224
H 4.558 -5.711 -0.551 0.054
H 6.284 -7.463 -1.639 0.328
H 4.546 -7.819 -1.765 0.314
O -3.127 -9.565 1.811 -0.742
S -3.059 -8.361 1.055 1.255
O -1.907 -7.537 1.059 -0.476
O -4.339 -7.477 1.416 -0.319
C -5.103 -7.200 0.231 0.145
C -4.841 -8.382 -0.673 -0.455
O -3.455 -8.695 -0.459 -0.372
H -4.728 -6.272 -0.208 0.252
H -6.158 -7.087 0.474 -0.001
H -5.023 -8.158 -1.721 0.343
H -5.436 -9.249 -0.378 0.334
O 0.321 9.913 -0.956 -0.309
S 0.164 9.582 0.413 0.972
O 0.659 8.363 0.930 -0.505
O -1.392 9.735 0.793 -0.350
C -1.546 10.662 1.874 -0.361
C -0.381 11.617 1.730 -0.311
O 0.711 10.790 1.319 -0.339
H -1.494 10.107 2.812 0.291
H -2.508 11.165 1.805 0.312
H -0.141 12.129 2.658 0.326
H -0.564 12.355 0.945 0.255
O -8.603 -5.293 -1.221 -0.569
S -8.705 -5.721 0.126 1.140
O -8.120 -6.940 0.567 -0.593
O -10.245 -5.693 0.554 -0.310
C -10.424 -4.845 1.697 -0.355
C -9.323 -3.813 1.583 -0.333
O -8.196 -4.550 1.088 -0.245
H -10.308 -5.454 2.596 0.282
H -11.415 -4.401 1.686 0.309
H -9.084 -3.347 2.535 0.308
H -9.572 -3.040 0.852 0.304
```

The relative energy (zero: lowest compared OMol25 entry of this formula, charge and spin) is 0.0 kcal per mole. The largest force on an atom is 3.3 eV/A. As for the structure (SMILES): CCCCCCCCCC[C@@H]1CCCS(=O)(=O)O1.O=S1(=O)OCCO1.O=S1(=O)OCCO1.O=S1(=O)OCCO1.O=S1(=O)OCCO1.O=S1(=O)OCCO1.O=S1(=O)OCCO1.O=S1(=O)OCCO1.O=S1(=O)OCCO1. Its HOMO energy is -10.11 eV. The frontier orbital gap is 10.4 eV. As for the spin multiplicity: 1. The calculation puts the molar mass at 1269.38 u.

2.
Formula: C30H61Br22NO3
Source: the OMol25 dataset
Level of theory: ωB97M-V with the def2-TZVPD basis set

```
117
Properties=species:S:1:pos:R:3:mulliken_charge:R:1
C 2.617 -2.642 -1.342 -0.662
O 3.392 -1.630 -1.953 -0.295
C 3.965 -0.775 -1.023 0.417
N 2.980 -0.026 -0.211 -0.268
C 1.945 0.525 -1.012 0.223
O 2.063 0.882 -2.142 -0.568
O 0.760 0.699 -0.372 -0.124
C -0.273 -0.141 -0.938 -0.030
C -1.593 0.377 -0.372 0.175
C -2.816 -0.532 -0.638 0.821
C -3.666 -0.046 -1.846 -1.609
C -2.493 -2.036 -0.789 -1.417
H 3.224 -3.407 -0.846 0.314
H 2.010 -3.084 -2.134 0.257
H 1.909 -2.249 -0.604 0.269
H 4.564 -0.051 -1.580 -0.484
H 4.637 -1.290 -0.325 0.388
H 3.450 0.774 0.198 0.381
H -0.262 -0.045 -2.028 0.342
H -0.056 -1.179 -0.681 -0.153
H -1.779 1.344 -0.855 0.098
H -1.486 0.557 0.700 -0.636
H -3.464 -0.442 0.242 0.344
H -3.076 -0.205 -2.752 0.350
H -4.584 -0.633 -1.845 0.410
H -3.862 1.015 -1.692 0.432
H -1.650 -2.375 -0.192 0.301
H -2.339 -2.281 -1.846 0.252
H -3.388 -2.582 -0.489 0.472
Br -4.480 -4.706 -2.816 -0.121
C -3.473 -6.290 -2.286 -0.467
C -3.468 -6.476 -0.794 -0.326
Br -2.234 -5.246 0.079 -0.103
H -2.478 -6.182 -2.703 0.130
H -3.977 -7.124 -2.772 0.503
H -3.107 -7.470 -0.538 0.175
H -4.442 -6.317 -0.340 0.277
Br 5.986 1.661 -2.896 -0.172
C 5.940 1.322 -4.813 -0.584
C 6.571 -0.001 -5.155 -0.522
Br 8.516 0.092 -5.076 -0.142
H 6.428 2.164 -5.292 0.416
H 4.884 1.319 -5.076 0.314
H 6.339 -0.279 -6.180 0.367
H 6.267 -0.799 -4.486 0.293
Br 2.330 5.277 -3.551 -0.161
C 1.774 4.046 -2.145 -0.339
C 0.320 4.211 -1.796 -0.025
Br 0.019 5.800 -0.706 -0.088
H 2.434 4.217 -1.300 0.407
H 1.954 3.051 -2.548 0.074
H -0.020 3.376 -1.186 -0.182
H -0.317 4.304 -2.668 0.436
Br 1.643 10.713 3.146 -0.118
C 1.008 8.890 2.893 -0.380
C 0.955 8.519 1.436 -0.480
Br -0.584 9.321 0.546 -0.159
H 0.043 8.820 3.386 0.412
H 1.729 8.263 3.416 0.146
H 0.826 7.447 1.324 0.147
H 1.836 8.835 0.887 0.336
Br -1.611 0.073 3.240 -0.109
C -1.801 1.987 3.543 -0.608
C -2.027 2.297 4.999 -0.653
Br -3.852 1.884 5.542 -0.145
H -2.613 2.328 2.908 0.397
H -0.866 2.427 3.201 0.345
H -1.907 3.362 5.186 0.385
H -1.370 1.737 5.656 0.363
Br -1.610 -9.800 -1.822 -0.140
C 0.059 -9.564 -2.800 -0.538
C 0.328 -8.111 -3.086 -0.595
Br -0.791 -7.453 -4.539 -0.102
H -0.017 -10.165 -3.701 0.383
H 0.831 -9.977 -2.154 0.355
H 1.352 -7.970 -3.426 0.349
H 0.140 -7.471 -2.229 0.320
Br -5.877 -6.747 -8.617 -0.160
C -5.292 -7.109 -6.795 -0.601
C -4.710 -5.883 -6.143 -0.024
Br -2.912 -5.514 -6.797 -0.132
H -4.586 -7.932 -6.849 0.381
H -6.186 -7.432 -6.266 0.381
H -4.599 -6.036 -5.069 -0.372
H -5.298 -4.988 -6.319 0.434
Br 4.754 7.610 1.738 -0.133
C 5.649 8.814 2.983 -0.359
C 5.697 8.235 4.371 -0.556
Br 3.958 8.390 5.228 -0.158
H 5.124 9.761 2.935 0.055
H 6.652 8.939 2.586 0.345
H 6.381 8.800 5.001 0.375
H 5.971 7.186 4.388 0.410
Br -6.110 -4.798 1.672 -0.161
C -5.535 -5.300 3.467 -0.241
C -4.860 -4.153 4.167 -0.534
Br -3.043 -3.862 3.521 -0.119
H -4.898 -6.167 3.362 0.032
H -6.447 -5.581 3.992 0.344
H -4.752 -4.360 5.230 0.233
H -5.390 -3.216 4.033 0.428
Br 6.448 11.264 0.769 -0.109
C 5.480 12.897 1.199 -0.543
C 6.035 13.555 2.433 -0.570
Br 5.477 12.616 4.047 -0.122
H 4.434 12.625 1.300 0.316
H 5.603 13.542 0.331 0.354
H 5.644 14.565 2.538 0.344
H 7.120 13.584 2.445 0.365
Br -2.822 -7.655 4.528 -0.093
C -3.573 -8.838 5.880 -0.576
C -5.020 -8.517 6.145 -0.572
Br -5.212 -6.908 7.227 -0.139
H -2.948 -8.743 6.762 0.368
H -3.475 -9.842 5.474 0.336
H -5.488 -9.310 6.725 0.358
H -5.588 -8.352 5.236 0.345
```

The largest force on an atom is 1.5 eV/A. As for the structure (SMILES): COCNC(=O)OCCC(C)C.BrCCBr.BrCCBr.BrCCBr.BrCCBr.BrCCBr.BrCCBr.BrCCBr.BrCCBr.BrCCBr.BrCCBr.BrCCBr. Its HOMO energy is -9.64 eV. The frontier orbital gap is 9.8 eV. As for the spin multiplicity: 1. The calculation puts the molar mass at 2241.71 u.

3.
Formula: C30H62FeN6O12S2
Source: the OMol25 dataset
Level of theory: ωB97M-V with the def2-TZVPD basis set

```
113
Properties=species:S:1:pos:R:3:mulliken_spin:R:1
Fe -2.888 1.398 -2.002 3.829
C 6.240 0.521 1.404 0.000
O 6.006 0.316 -0.022 0.000
C 5.388 -0.806 -0.472 0.000
C 5.499 -0.943 -1.971 0.000
N 4.840 0.152 -2.778 0.000
H 4.438 -0.199 -3.635 0.000
H 3.943 0.266 -2.326 0.000
C 5.797 1.348 -2.965 0.000
C 5.243 2.437 -3.886 0.000
O 3.876 2.722 -3.746 0.000
C 3.654 3.311 -2.475 0.000
H 6.592 -0.348 1.959 0.000
H 5.388 0.973 1.912 0.000
H 7.013 1.287 1.456 0.000
H 4.320 -0.840 -0.259 0.000
H 5.776 -1.768 -0.137 0.000
H 4.901 -1.782 -2.328 0.000
H 6.550 -1.071 -2.231 0.000
H 6.752 0.995 -3.355 0.000
H 5.983 1.760 -1.973 0.000
H 5.374 2.126 -4.923 0.000
H 5.850 3.342 -3.895 0.000
H 3.810 2.574 -1.687 0.000
H 2.610 3.562 -2.283 0.000
H 4.186 4.226 -2.217 0.000
C 2.198 -4.596 -0.298 0.000
O 1.633 -4.333 -1.556 0.000
C 0.229 -4.194 -1.522 0.000
C -0.397 -4.166 -2.892 0.000
N 0.474 -3.204 -3.760 0.000
H 0.819 -2.465 -3.165 0.000
H 1.304 -3.738 -3.974 0.000
C -0.141 -2.619 -5.022 0.000
C -1.345 -1.660 -4.679 -0.001
O -0.945 -0.426 -4.121 0.003
C -0.131 0.423 -4.938 -0.002
H 1.856 -3.981 0.535 0.000
H 3.274 -4.430 -0.242 0.000
H 2.105 -5.638 0.006 0.000
H -0.106 -3.348 -0.923 0.000
H -0.232 -5.016 -0.974 0.000
H -1.401 -3.768 -2.742 0.000
H -0.437 -5.157 -3.344 0.000
H -0.418 -3.509 -5.587 0.000
H 0.734 -2.119 -5.438 0.000
H -2.042 -2.201 -4.038 0.001
H -1.904 -1.517 -5.604 0.000
H -0.123 1.409 -4.473 0.000
H -0.631 0.592 -5.892 0.000
H 0.818 -0.106 -5.026 0.000
S -0.047 0.186 -0.641 -0.006
O 0.156 0.118 0.794 0.007
O 1.047 -0.297 -1.413 0.002
O -1.322 -0.442 -0.975 0.054
O -0.513 1.493 -1.073 0.054
S -4.659 2.618 -4.712 -0.034
O -4.363 2.474 -6.102 0.010
O -4.644 1.349 -3.930 0.502
O -3.519 3.071 -3.902 0.510
O -5.835 3.432 -4.455 0.042
C -5.623 0.115 -0.099 0.007
C -5.715 1.623 0.044 -0.001
N -4.411 2.286 0.202 0.002
C -4.664 3.701 0.213 0.004
C -3.389 4.590 0.330 -0.002
C -3.714 1.928 1.471 0.006
C -4.491 2.267 2.744 0.002
H -5.324 -0.290 0.868 -0.001
H -4.874 -0.310 -0.767 0.007
H -6.575 -0.296 -0.436 0.001
H -6.203 2.077 -0.818 -0.005
H -6.340 1.919 0.887 0.003
H -5.189 3.969 -0.704 -0.002
H -5.431 3.929 0.954 0.004
H -3.592 5.656 0.229 0.000
H -2.867 4.528 1.284 0.000
H -2.682 4.334 -0.459 0.003
H -2.687 2.281 1.569 0.002
H -3.467 0.869 1.547 0.000
H -4.655 3.337 2.874 0.000
H -3.887 1.989 3.608 0.000
H -5.507 1.874 2.779 0.000
N -5.351 -3.803 4.415 0.000
C -5.227 -4.687 3.401 0.000
C -4.150 -4.364 2.583 0.000
C -3.421 -3.378 3.335 0.000
C -4.231 -2.973 4.385 0.000
H -6.113 -3.690 5.068 0.000
H -5.956 -5.483 3.388 0.000
H -3.876 -4.793 1.630 0.000
H -2.572 -2.814 2.979 0.000
H -4.073 -2.146 5.061 0.000
N 1.628 -1.856 4.552 0.000
C 2.925 -2.266 4.769 0.000
C 3.029 -2.662 6.109 0.000
C 1.786 -2.586 6.717 0.000
C 0.890 -2.088 5.720 0.000
H 1.256 -1.430 3.715 0.000
H 3.683 -2.118 4.014 0.000
H 3.866 -3.079 6.649 0.000
H 1.433 -2.833 7.708 0.000
H -0.163 -1.904 5.875 0.000
N 1.534 2.956 3.356 0.000
C 1.512 4.300 2.991 0.000
C 1.825 5.089 4.092 0.000
C 2.023 4.178 5.162 0.000
C 1.845 2.847 4.731 0.000
H 1.383 2.167 2.745 0.000
H 1.212 4.572 1.990 0.000
H 1.833 6.169 4.065 0.000
H 2.247 4.603 6.130 0.000
H 1.871 1.909 5.265 0.000
```

The largest force on an atom is 6.1 eV/A. Its HOMO energy (alpha / beta) is -9.34 / -9.34 eV. The frontier orbital gap (alpha / beta) is 6.0 / 4.9 eV. As for the spin multiplicity: 6. As for the charge: +1. The calculation puts the molar mass at 818.83 u.

4.
Formula: C30H63B2N2O13
Source: the OMol25 dataset
Level of theory: ωB97M-V with the def2-TZVPD basis set

```
110
Properties=species:S:1:pos:R:3:mulliken_charge:R:1
C 3.076 -0.732 -0.010 -1.235
C 1.806 -1.411 -0.623 0.432
O 1.274 -0.588 -1.663 -0.455
B 0.375 -1.240 -2.499 0.846
O 0.924 -1.876 -3.634 -0.666
N -1.099 -1.352 -2.319 0.225
O -1.237 -2.008 -1.056 -0.335
B -1.047 -3.389 -1.204 0.580
O -1.413 -4.094 -2.334 -0.647
O -0.496 -4.115 -0.132 -0.633
C -1.835 -0.090 -2.361 1.556
C -3.315 -0.343 -2.892 -1.235
C -3.998 -1.621 -2.359 -0.869
C -4.289 -1.602 -0.835 0.165
C -5.479 -0.673 -0.430 -0.543
O -5.305 -0.386 0.967 -0.541
C -1.261 0.979 -3.364 -1.519
N -0.339 1.952 -2.790 -0.126
C -0.931 3.259 -2.523 -0.936
C -1.999 0.615 -0.937 0.131
O -1.039 0.700 -0.155 -0.702
O -3.109 1.146 -0.596 -0.681
H 2.816 0.124 0.646 0.354
H 3.659 -1.505 0.532 0.322
H 3.739 -0.337 -0.809 0.248
H 2.057 -2.449 -0.928 0.329
H 1.051 -1.399 0.200 -0.251
H 0.268 -1.728 -4.339 0.285
H -1.371 -5.047 -2.177 0.284
H -0.794 -3.672 0.681 0.269
H -3.938 0.571 -2.797 0.318
H -3.187 -0.477 -4.003 0.477
H -4.993 -1.706 -2.872 0.498
H -3.468 -2.558 -2.647 0.214
H -4.610 -2.641 -0.555 0.416
H -3.419 -1.376 -0.197 -0.214
H -5.460 0.290 -0.992 0.112
H -6.458 -1.183 -0.520 0.411
H -4.500 0.152 1.075 0.205
H -2.148 1.576 -3.683 0.586
H -0.902 0.520 -4.326 0.067
H 0.225 1.590 -2.027 0.313
H -1.681 3.283 -1.700 0.258
H -1.399 3.607 -3.475 0.324
H -0.119 3.994 -2.316 0.328
C -2.693 0.779 4.132 -0.029
C -3.950 1.631 4.173 -0.032
C -4.954 0.679 4.794 -0.558
O -4.218 -0.189 5.667 -0.455
C -2.817 -0.021 5.418 -0.293
H -1.771 1.357 4.076 0.240
H -2.727 0.109 3.269 -0.044
H -3.793 2.492 4.832 0.311
H -4.261 2.001 3.196 -0.118
H -5.436 0.059 4.032 0.261
H -5.729 1.198 5.362 0.287
H -2.386 0.524 6.268 0.186
H -2.336 -0.999 5.353 0.183
C 8.244 0.209 -1.890 -0.560
C 7.907 1.465 -1.103 -0.586
C 6.476 1.185 -0.670 -0.462
O 6.360 -0.234 -0.526 -0.308
C 7.513 -0.860 -1.099 0.172
H 9.314 0.016 -1.977 0.396
H 7.826 0.279 -2.898 0.214
H 8.556 1.539 -0.225 0.258
H 8.006 2.385 -1.678 0.343
H 5.760 1.508 -1.434 0.286
H 6.218 1.671 0.273 0.337
H 8.133 -1.240 -0.278 0.252
H 7.199 -1.700 -1.717 -0.241
C -5.928 5.127 2.532 -0.472
C -4.487 4.913 2.103 -0.456
C -4.652 4.476 0.658 0.209
O -5.839 5.125 0.166 -0.448
C -6.551 5.694 1.266 -0.520
H -6.038 5.789 3.393 0.394
H -6.389 4.166 2.779 0.203
H -3.941 5.861 2.149 0.339
H -3.951 4.182 2.708 0.178
H -4.802 3.396 0.583 -0.092
H -3.800 4.751 0.036 0.129
H -6.432 6.783 1.219 0.267
H -7.613 5.456 1.176 0.283
C 1.264 0.156 4.441 -0.145
C 1.608 -0.592 5.718 -0.588
C 0.718 -1.820 5.613 -0.346
O 0.563 -2.097 4.218 -0.401
C 1.057 -0.983 3.458 0.265
H 2.033 0.858 4.121 0.398
H 0.330 0.709 4.574 -0.142
H 2.660 -0.891 5.701 0.266
H 1.432 -0.016 6.627 0.364
H -0.276 -1.626 6.031 0.099
H 1.142 -2.692 6.114 0.308
H 2.003 -1.284 2.995 0.001
H 0.347 -0.733 2.668 -0.021
C 5.320 -3.715 -5.408 -0.663
C 4.430 -3.654 -4.178 -0.224
C 5.440 -3.386 -3.076 -0.161
O 6.510 -2.632 -3.668 -0.405
C 6.364 -2.657 -5.093 -0.527
H 4.791 -3.525 -6.343 0.339
H 5.793 -4.699 -5.477 0.289
H 3.737 -2.813 -4.262 0.023
H 3.848 -4.559 -4.010 0.400
H 5.862 -4.319 -2.687 0.241
H 5.013 -2.823 -2.244 0.013
H 6.032 -1.664 -5.416 0.279
H 7.330 -2.868 -5.556 0.319
```

The largest force on an atom is 3.0 eV/A. Its HOMO energy is -4.70 eV. The frontier orbital gap is 7.1 eV. As for the spin multiplicity: 1. As for the charge: -1. The calculation puts the molar mass at 681.46 u.

Question: Which of these has the highest spin multiplicity?
Answer: C30H62FeN6O12S2